No. 1
Density functional theory data (the ωB97M-V functional and the def2-TZVPD basis) for a gas-phase ion, C2H10ClN7 (charge +2) in a non-equilibrium geometry.

Structure (XYZ):
```
20
Properties=species:S:1:pos:R:3:forces:R:3:nbo_charge:R:1
N 1.8638 -1.6655 -0.7596 0.300 3.270 -0.806 -0.64
N 1.6101 -0.6372 0.2118 -2.501 -1.129 1.086 -0.38
C 0.3825 -0.1677 0.6463 4.082 -0.311 0.554 0.60
N -0.7540 -0.8301 0.4681 -3.245 -0.004 -1.727 -0.49
N -1.7183 -0.2146 -0.3439 -0.993 0.012 0.795 -0.19
Cl -3.3961 -0.1721 0.3022 2.116 0.183 -0.992 0.31
C -1.2600 0.4817 -1.3689 1.117 -1.550 0.751 0.38
N -0.0156 0.3541 -1.7524 0.813 -0.253 -1.126 -0.75
N 0.3393 0.9314 1.3507 2.715 1.892 1.714 -0.33
N -0.7877 1.6459 1.6365 -3.576 -1.425 0.191 -0.65
H 2.8643 -1.8187 -0.8501 0.047 0.430 0.081 0.43
H 1.4783 -2.5240 -0.5753 -1.376 -2.436 1.269 0.39
H 2.3635 -0.0644 0.4471 1.627 0.700 0.285 0.42
H -0.9733 -1.7795 0.5987 0.546 -1.537 0.295 0.45
H -1.8592 1.1005 -1.9147 -1.964 1.900 -0.882 0.26
H 0.5161 -0.5386 -1.6873 -0.126 0.471 0.214 0.45
H 0.4103 1.0023 -2.4218 -0.753 -0.256 0.022 0.46
H 1.1912 1.3813 1.8014 -1.017 -1.003 -1.383 0.46
H -0.6827 2.4878 2.1863 0.615 -0.185 0.109 0.43
H -1.5724 1.0271 2.0251 1.574 1.230 -0.450 0.40
```
Positions in Å, forces in eV/Å.

Highest occupied orbital energy in eV: -16.914
LUMO level in eV: -8.583
Gap between HOMO and LUMO in eV: 8.33
Structure (SMILES): NN/C(NN(Cl)C=[NH2+])=[NH+]/N
Total charge: +2
Electronic energy in eV: -25167.4501


No. 2
Density functional theory data (the ωB97M-V functional and the def2-TZVPD basis) for 2 unconnected molecules or ions with the total composition C2H10N in a non-equilibrium geometry.

Structure (XYZ):
```
13
Properties=species:S:1:pos:R:3:forces:R:3:nbo_charge:R:1
N -1.7681 -0.2858 -0.1779 -2.285 -0.583 0.424 -0.91
H -2.2810 -1.2380 -0.3734 1.716 2.028 0.109 0.48
H -1.1500 0.0861 -0.9234 -0.341 -0.661 0.193 0.47
H -2.5816 0.4015 -0.0735 1.475 -0.857 0.174 0.47
H -1.1862 -0.3579 0.6967 -0.777 0.106 -0.886 0.48
C 1.0565 0.8899 -0.0520 -1.052 1.217 -0.060 -0.65
C 1.1669 -0.5918 0.3074 2.076 -0.135 -1.236 -0.67
H 0.4064 1.4512 0.6289 -0.012 -0.127 0.206 0.20
H 0.6092 1.0820 -1.0257 -0.135 -0.317 -0.454 0.19
H 1.9289 1.5527 -0.1268 0.325 -0.917 0.394 0.27
H 2.2404 -0.8702 0.1696 -0.852 -0.086 0.271 0.27
H 0.9205 -0.8381 1.3182 -0.177 0.016 0.764 0.22
H 0.6381 -1.2817 -0.3680 0.038 0.317 0.100 0.19
```
Positions in Å, forces in eV/Å.

Highest occupied orbital energy in eV: -15.994
LUMO level in eV: -4.363
Gap between HOMO and LUMO in eV: 11.63
Total charge: +1
Electronic energy in eV: -3718.8644


No. 3
Density functional theory data (the ωB97M-V functional and the def2-TZVPD basis) for 2 unconnected molecules or ions with the total composition C2H10N2 in a non-equilibrium geometry.

Structure (XYZ):
```
14
Properties=species:S:1:pos:R:3:forces:R:3:lowdin_spin:R:1
C 2.3768 -1.4024 -0.2925 1.824 -1.175 -0.297 0.00
H 1.4793 -2.0169 -0.3934 0.334 -0.222 -0.167 0.00
H 2.3960 -0.6330 -1.0397 -0.078 0.303 -0.642 0.00
H 2.3297 -0.8885 0.6522 0.311 -0.046 0.599 0.00
H 3.3907 -2.0120 -0.4215 -2.451 1.170 0.513 0.00
N -0.8679 1.9939 -0.0336 -1.553 -4.510 1.102 0.04
C -1.3571 0.5216 -0.1938 -1.833 4.072 0.988 0.10
N -2.1101 0.1615 1.0119 3.285 -1.158 -0.470 0.73
H 0.0845 1.9850 -0.2549 1.970 0.058 -0.056 0.00
H -1.2789 2.4976 -0.7464 -1.345 1.619 -1.713 0.00
H -0.4952 -0.1029 -0.2817 0.808 -1.072 0.176 0.06
H -2.0974 0.2718 -0.9517 0.460 0.346 -0.881 0.01
H -2.2045 -0.8422 1.0925 -1.248 -0.617 -0.123 0.02
H -1.6459 0.4665 1.8528 -0.485 1.232 0.970 0.02
```
Positions in Å, forces in eV/Å.

Highest occupied orbital energy (alpha / beta) in eV: -16.087 / -15.887
LUMO level (alpha / beta) in eV: -3.711 / -9.496
Gap between HOMO and LUMO (alpha / beta) in eV: 12.38 / 6.39
<S²>: 0.754
Total charge: +1
Electronic energy in eV: -5206.1362
Multiplicity: 2


No. 4
Density functional theory data (the ωB97M-V functional and the def2-TZVPD basis) for 2 unconnected molecules or ions with the total composition C2H10N2O in a non-equilibrium geometry.

Structure (XYZ):
```
15
Properties=species:S:1:pos:R:3:forces:R:3:lowdin_spin:R:1
C 0.1627 -2.5253 -0.9304 -0.293 1.081 -0.132 0.07
O 1.3168 -1.7270 -0.8334 1.139 -0.235 -0.218 0.05
H 0.4613 -3.4457 -1.4246 0.014 -0.219 0.256 0.00
H -0.2884 -2.6765 0.0518 -0.077 -0.352 -0.028 0.01
H -0.5796 -2.0356 -1.5714 -0.133 -0.084 0.094 0.01
H 1.1970 -0.8542 -0.4365 -0.695 -0.189 0.037 0.02
N 1.0162 1.8736 0.6500 -0.443 0.286 -0.602 0.10
C -0.2153 1.1885 1.0591 0.061 0.790 0.451 0.26
N -1.2703 0.9366 0.0539 0.690 -0.921 0.923 0.10
H 1.2685 1.6102 -0.3025 0.079 -0.279 0.146 0.05
H 0.7598 2.8621 0.5266 0.104 -0.094 0.147 0.09
H 0.0541 0.2957 1.6244 -0.075 -0.300 -0.387 0.01
H -0.6531 1.8492 1.8247 0.142 -0.154 0.059 0.07
H -1.1093 1.4133 -0.8151 -0.110 0.464 -0.073 0.07
H -2.1205 1.2352 0.5233 -0.405 0.205 -0.673 0.08
```
Positions in Å, forces in eV/Å.

Highest occupied orbital energy (alpha / beta) in eV: 1.203 / -5.200
LUMO level (alpha / beta) in eV: 4.083 / 3.925
Gap between HOMO and LUMO (alpha / beta) in eV: 2.88 / 9.13
<S²>: 0.750
Total charge: -1
Electronic energy in eV: -7261.6417
Multiplicity: 2


No. 5
Density functional theory data (the ωB97M-V functional and the def2-TZVPD basis) for 2 unconnected molecules or ions with the total composition C2H10N2O in a non-equilibrium geometry.

Structure (XYZ):
```
15
Properties=species:S:1:pos:R:3:forces:R:3:nbo_charge:R:1
N -2.1902 -1.0403 -0.1061 1.423 0.381 0.389 -0.85
C -0.7274 -0.5468 -0.1457 -1.475 0.229 0.475 -0.23
C -0.7173 1.0307 0.0281 0.066 -1.411 -0.818 -0.23
N 0.6242 1.5103 0.3718 0.217 1.399 0.112 -0.85
H -2.6129 -0.9319 -1.0306 0.329 0.046 0.315 0.35
H -2.1902 -2.0375 0.0803 -0.004 0.060 0.001 0.36
H -0.0552 -0.9821 0.6346 -1.082 0.085 -0.295 0.19
H -0.3291 -0.9257 -1.0932 0.465 0.770 0.054 0.19
H -1.4253 1.3993 0.7982 -0.165 -0.659 -0.787 0.19
H -0.9254 1.4243 -0.9897 -0.366 0.076 0.789 0.18
H 0.6658 1.7433 1.3684 0.036 -0.676 -0.135 0.35
H 0.6227 2.4659 0.0004 0.564 -0.347 -0.174 0.36
O 2.6407 -0.9012 -0.1611 -0.061 0.249 -0.255 -0.96
H 2.2337 -0.0501 -0.4057 0.050 -0.284 0.343 0.49
H 2.5104 -0.9626 0.7891 0.003 0.082 -0.014 0.46
```
Positions in Å, forces in eV/Å.

Highest occupied orbital energy in eV: -9.435
LUMO level in eV: 0.910
Gap between HOMO and LUMO in eV: 10.35
Structure (SMILES): NCCN.O
Electronic energy in eV: -7263.2891


No. 6
Density functional theory data (the ωB97M-V functional and the def2-TZVPD basis) for 2 unconnected molecules or ions with the total composition C2H10N2O.

Structure (XYZ):
```
15
Properties=species:S:1:pos:R:3:forces:R:3:nbo_charge:R:1
N -1.7085 -1.6792 0.2525 -0.125 -0.299 -0.154 -0.83
C -0.6026 -0.7432 0.1056 -0.120 0.432 -0.104 -0.23
C -1.0997 0.5722 -0.4802 0.137 0.149 0.307 -0.22
N -0.2126 1.6684 -0.0849 -0.286 -0.129 0.125 -0.85
H -1.9506 -2.0851 -0.6441 -0.072 0.067 -0.008 0.35
H -1.4650 -2.4593 0.8458 0.117 -0.013 0.090 0.36
H -0.1954 -0.5153 1.0931 0.041 -0.138 -0.039 0.19
H 0.1954 -1.0950 -0.5568 0.230 -0.214 0.249 0.16
H -2.0840 0.7808 -0.0561 -0.009 -0.057 -0.122 0.19
H -1.1961 0.4530 -1.5666 -0.130 0.079 -0.057 0.15
H 0.7541 1.5010 -0.3244 0.095 0.006 -0.216 0.36
H -0.5236 2.5328 -0.5029 0.196 0.095 -0.049 0.36
O 3.1592 0.5153 0.3526 -0.136 0.020 -0.062 -0.95
H 4.1049 0.3454 0.3653 0.003 -0.019 0.050 0.47
H 2.8242 0.2082 1.2010 0.058 0.020 -0.010 0.47
```
Positions in Å, forces in eV/Å.

Highest occupied orbital energy in eV: -8.899
LUMO level in eV: 0.805
Gap between HOMO and LUMO in eV: 9.70
Structure (SMILES): NCCN.O
Electronic energy in eV: -7263.6022


No. 7
Density functional theory data (the ωB97M-V functional and the def2-TZVPD basis) for 3 unconnected molecules or ions with the total composition C2H10N2O2 in a non-equilibrium geometry.

Structure (XYZ):
```
16
Properties=species:S:1:pos:R:3:forces:R:3:lowdin_spin:R:1
C -0.0497 1.0832 -1.0358 -2.434 0.677 0.476 0.25
N -0.2494 2.1473 -0.0336 0.497 1.170 0.051 0.01
C -0.6287 3.4166 -0.3134 0.076 0.729 1.861 0.04
N -0.5864 4.3355 0.6190 -1.427 -0.197 -0.735 0.00
H 0.9638 0.9368 -1.3809 0.258 -0.289 0.266 0.04
H -0.6967 1.3303 -1.9185 0.739 0.115 0.545 0.03
H -0.6228 0.2493 -0.6129 0.946 -0.610 -0.272 0.07
H -0.0877 2.0920 0.9879 0.189 -0.729 -1.191 0.01
H -0.9987 3.6124 -1.2962 -0.304 -0.118 -0.788 0.01
H -1.2832 5.1021 0.4174 1.442 -0.848 -0.185 0.00
H 5.1765 -4.1676 -0.6596 0.062 0.881 0.248 0.02
H 5.3051 -5.2780 -1.5591 0.708 1.109 -0.610 0.02
O 5.6151 -4.3328 -1.5007 -0.811 -1.950 0.355 0.09
H -4.2033 -5.0588 2.1630 -0.096 0.688 0.690 0.06
H -4.1784 -3.8431 1.3452 -0.112 0.378 1.402 0.09
O -4.2969 -4.0864 2.3146 0.265 -1.006 -2.112 0.26
```
Positions in Å, forces in eV/Å.

Highest occupied orbital energy (alpha / beta) in eV: 1.116 / -6.009
LUMO level (alpha / beta) in eV: 3.016 / 3.184
Gap between HOMO and LUMO (alpha / beta) in eV: 1.90 / 9.19
<S²>: 0.750
Total charge: -1
Electronic energy in eV: -9309.0473
Multiplicity: 2


No. 8
Density functional theory data (the ωB97M-V functional and the def2-TZVPD basis) for 3 unconnected molecules or ions with the total composition C2H10N2O2 in a non-equilibrium geometry.

Structure (XYZ):
```
16
Properties=species:S:1:pos:R:3:forces:R:3:nbo_charge:R:1
N 1.1126 1.0975 1.0892 0.645 3.046 -2.358 -0.88
C 0.0421 1.1874 0.0748 0.994 0.854 1.584 -0.06
C -0.7139 0.0871 -0.2555 1.861 2.108 3.776 -0.10
N -1.7074 0.1221 -1.1964 1.684 0.535 -5.065 -0.83
H 1.0856 0.4743 1.7946 -0.894 -3.266 2.247 0.36
H 1.5727 1.8909 1.5944 -1.182 -0.218 -1.749 0.38
H 0.0676 2.3266 -0.3542 -0.569 -3.366 0.558 0.21
H -0.7135 -0.8712 0.3012 0.934 1.009 -0.650 0.18
H -0.9927 0.3607 -2.0353 -2.741 -1.083 1.175 0.37
H -2.1946 0.9869 -1.1436 -0.801 0.790 0.197 0.36
O -1.0070 -2.3770 1.7976 3.381 2.106 2.251 -0.93
H -0.6891 -1.4052 1.8146 -1.301 -2.652 -0.022 0.47
H -1.7396 -2.4601 1.2543 -2.222 0.189 -1.695 0.47
O 1.6127 -0.2786 -1.7973 2.720 -2.041 -0.166 -0.94
H 1.9099 -0.2162 -0.8741 -0.702 0.631 0.133 0.48
H 2.3546 -0.9251 -2.0643 -1.808 1.359 -0.216 0.46
```
Positions in Å, forces in eV/Å.

Highest occupied orbital energy in eV: -8.077
LUMO level in eV: 0.814
Gap between HOMO and LUMO in eV: 8.89
Structure (SMILES): N/C=C/N.O.O
Electronic energy in eV: -9308.4482


No. 9
Density functional theory data (the ωB97M-V functional and the def2-TZVPD basis) for 2 unconnected molecules or ions with the total composition C2H10N2O2 in a non-equilibrium geometry.

Structure (XYZ):
```
16
Properties=species:S:1:pos:R:3:forces:R:3:nbo_charge:R:1
N 1.4410 0.8575 -2.1617 0.048 0.482 -0.451 -0.87
C 0.8002 -0.4141 -2.0059 1.127 -0.351 1.188 0.09
O 1.2244 -1.1232 -0.8245 -0.242 0.317 0.074 -0.76
H 0.8781 1.6623 -1.9476 -0.169 -0.079 0.245 0.36
H 2.3396 0.9417 -1.7139 0.085 -0.271 -0.033 0.37
H -0.2636 -0.2516 -1.9448 -0.496 -0.091 -0.462 0.15
H 1.1207 -1.0996 -2.7845 -0.389 0.025 -0.330 0.16
H 0.9007 -0.6153 -0.0592 0.106 0.015 -0.328 0.48
N -2.2286 0.1200 2.1468 0.067 -0.681 -0.441 -0.84
C -0.9516 -0.3199 1.7120 0.282 0.659 -0.085 0.07
O -0.1970 0.6598 0.9509 0.055 -0.128 -0.040 -0.77
H -2.2116 0.7741 2.9108 -0.031 0.232 -0.139 0.37
H -2.7730 0.4212 1.3514 -0.218 0.269 0.293 0.37
H -0.3649 -0.6271 2.5485 0.402 -0.144 0.810 0.16
H -0.9977 -1.1783 1.0603 -0.439 -0.165 -0.352 0.18
H 0.3314 1.2183 1.5325 -0.186 -0.089 0.054 0.47
```
Positions in Å, forces in eV/Å.

Highest occupied orbital energy in eV: -9.004
LUMO level in eV: 0.592
Gap between HOMO and LUMO in eV: 9.60
Structure (SMILES): NCO.NCO
Electronic energy in eV: -9310.8668


> Which of these has the highest electronic energy?

C2H10N